Record 1
The following is a DFT calculation (ωB97M-V with the def2-TZVPD basis set) of an isolated ion of composition C3H11N2 and charge +1 in a non-equilibrium geometry.

Last column: natural (NBO) charge in e.
Element x y z (Å)
C 0.5526 -1.4253 0.1171  -0.454
C 1.5425 0.7427 0.0663  -0.436
C -0.9759 0.7039 0.1284  -0.370
N -2.1268 0.1253 -0.3628  -0.357
N 0.4423 -0.0532 -0.3436  -0.351
H 0.0041 -2.1215 -0.4362  0.239
H 1.5849 -1.6771 0.0384  0.241
H 0.2313 -1.4980 1.2214  0.242
H 1.8694 0.5316 1.1052  0.251
H 2.4275 0.4182 -0.4349  0.251
H 1.2801 1.7293 -0.1226  0.230
H -1.0952 0.6738 1.3741  0.205
H -0.8553 1.8192 -0.0459  0.292
H -2.3178 0.5190 -1.2541  0.314
H -2.8011 -0.3209 0.2495  0.285
H 0.2372 -0.1672 -1.3003  0.417

Properties
Electronic energy, eV: -6255.022
ΔE to the lowest compared entry with this formula, charge and spin, kJ/mol: 289.0
LUMO (alpha / beta), eV: -2.8091 / -8.6628
Spin multiplicity: 3
<S²>: 2.005
Gap between HOMO and LUMO (alpha / beta), eV: 5.270 / 9.249
Net charge: +1
HOMO energy (alpha / beta), eV: -8.1 / -17.9
F_max, eV/A: 4.8



Record 2
The following is a DFT calculation (ωB97M-V with the def2-TZVPD basis set) of a 2-piece molecular cluster, C3H11N2O overall in a non-equilibrium geometry.

Last column: natural (NBO) charge in e.
Element x y z (Å)
C -3.1001 -0.8434 0.5856  -0.628
C -2.1204 -0.6172 -0.5557  -0.211
N 1.1286 0.5591 0.6283  -0.714
C 0.0479 0.4170 -0.1123  0.396
N -0.7430 -0.6127 0.0204  -0.498
H -4.1148 -1.0663 0.2533  0.253
H -2.7750 -1.6995 1.1160  0.209
H -3.2208 -0.0248 1.2918  0.229
H -2.2033 -1.4334 -1.2643  0.225
H -2.2574 0.3238 -1.0651  0.216
H 1.3881 -0.0654 1.3809  0.421
H 1.8198 1.2885 0.5177  0.442
H -0.0615 1.0948 -0.9444  0.238
H -0.5683 -1.3455 0.6848  0.420
H 5.9301 1.2749 -0.1609  0.466
H 5.2653 1.0009 -1.4475  0.461
O 5.5847 1.7492 -0.9287  -0.926

Properties
Electronic energy, eV: -8310.778
ΔE to the lowest compared entry with this formula, charge and spin, kJ/mol: 97.9
LUMO, eV: -3.7341
Spin multiplicity: 1
Gap between HOMO and LUMO, eV: 10.433
Net charge: +1
HOMO energy, eV: -14.2
F_max, eV/A: 1.8



Record 3
The following is a DFT calculation (ωB97M-V with the def2-TZVPD basis set) of a 2-piece molecular cluster, C3H11N2O overall in a non-equilibrium geometry.

Last column: natural (NBO) charge in e.
Element x y z (Å)
C -1.2092 -0.0730 1.0681  -0.750
C -0.2357 0.9416 1.5050  0.669
O 0.6477 1.2442 0.6931  -0.689
N -0.3128 1.6102 2.6895  -0.788
H -1.3404 -0.9022 1.7557  0.257
H -0.9207 -0.6571 0.1841  0.206
H 0.3367 2.3475 2.9779  0.430
H -0.9325 1.2646 3.4294  0.407
H -2.3549 0.0215 0.8338  0.276
C 0.6962 -1.4621 -1.8702  -0.416
N 0.7820 0.0558 -1.9074  -0.642
H 0.3284 0.1683 -2.7120  0.414
H 0.3826 0.5957 -1.2472  0.455
H 1.8855 0.3010 -1.9392  0.463
H -0.3033 -1.6767 -1.8884  0.225
H 1.2123 -1.9406 -1.0008  0.248
H 1.3381 -1.8389 -2.5712  0.236

Properties
Electronic energy, eV: -8309.695
ΔE to the lowest compared entry with this formula, charge and spin, kJ/mol: 202.4
LUMO, eV: -3.4123
Spin multiplicity: 1
Gap between HOMO and LUMO, eV: 10.410
Net charge: +1
HOMO energy, eV: -13.8
F_max, eV/A: 8.4



Record 4
The following is a DFT calculation (ωB97M-V with the def2-TZVPD basis set) of a 3-piece molecular cluster, C3H11N2O overall in a non-equilibrium geometry.

Last column: natural (NBO) charge in e.
Element x y z (Å)
C -2.4232 0.6384 -0.3009  -0.693
C -0.9758 0.3037 -0.0581  0.212
C -0.6769 -0.8643 0.7659  0.287
N 0.5389 -1.1246 1.0678  -0.572
N 0.0032 1.0280 -0.3886  -0.549
H -2.7716 1.1219 -1.2046  0.274
H -2.9829 -0.2904 -0.1690  0.237
H -2.7134 1.2624 0.5528  0.265
H -1.4224 -1.5798 1.1035  0.243
H 1.1988 -0.3678 0.8559  0.452
H 0.8859 -2.0613 0.8795  0.469
H 5.3363 3.6996 2.5661  -0.001
H -0.3178 1.9077 -0.8004  0.395
H 4.9516 3.9894 3.1276  0.001
H 2.2946 -0.2987 -2.1429  0.493
H 1.1736 -0.1129 -1.1166  0.459
O 1.8521 -0.7471 -1.4146  -0.975

Properties
Electronic energy, eV: -8307.990
ΔE to the lowest compared entry with this formula, charge and spin, kJ/mol: 366.8
LUMO, eV: -6.8076
Spin multiplicity: 1
Gap between HOMO and LUMO, eV: 8.294
Net charge: +1
HOMO energy, eV: -15.1
F_max, eV/A: 2.7



Record 5
The following is a DFT calculation (ωB97M-V with the def2-TZVPD basis set) of a 2-piece molecular cluster, C3H11N2O overall in a non-equilibrium geometry.

Last column: natural (NBO) charge in e.
Element x y z (Å)
C -2.0005 1.2888 -1.3110  -0.608
C -1.4591 0.8156 0.1795  -0.210
N -0.9264 -0.5910 0.1696  -0.710
C 0.2596 -1.0759 0.5364  0.503
N 0.8277 -1.0564 1.6808  -0.651
H -3.1030 1.5571 -1.3113  0.234
H -1.8172 0.3400 -1.9078  0.223
H -1.4908 2.1187 -1.6915  0.224
H -2.2366 0.9394 0.9722  0.217
H -0.6418 1.4777 0.3228  0.208
H -1.8037 -1.2180 0.1281  0.454
H 1.0939 -1.4283 -0.1873  0.219
H 0.4508 -0.7877 2.5954  0.433
H 1.8941 -0.7917 1.6436  0.458
H 2.8161 1.2444 -0.8130  0.481
H 3.2061 0.2084 -1.7216  0.487
O 2.6904 0.2126 -0.9265  -0.962

Properties
Electronic energy, eV: -8308.252
ΔE to the lowest compared entry with this formula, charge and spin, kJ/mol: 341.6
LUMO, eV: -4.8889
Spin multiplicity: 1
Gap between HOMO and LUMO, eV: 9.282
Net charge: +1
HOMO energy, eV: -14.2
F_max, eV/A: 4.7



Record 6
The following is a DFT calculation (ωB97M-V with the def2-TZVPD basis set) of a 2-piece molecular cluster, C3H11N2O overall.

Last column: natural (NBO) charge in e.
Element x y z (Å)
C -0.3535 -0.2975 -0.1848  -0.418
N -1.5074 -1.2559 -0.3510  -0.489
C -1.5178 -2.3704 0.6633  -0.415
H -0.4593 0.4952 -0.9164  0.249
H -0.4232 0.1215 0.8130  0.251
H 0.5676 -0.8612 -0.2968  0.235
H -1.4547 -1.6790 -1.2774  0.431
H -2.3913 -0.7505 -0.3063  0.433
H -0.6762 -3.0267 0.4468  0.236
H -2.4313 -2.9422 0.5302  0.238
H -1.4535 -1.9314 1.6465  0.239
C 1.8891 2.4415 0.5304  0.562
N 1.8747 2.1257 -0.8771  -0.920
O 1.3321 1.7619 1.3351  -0.524
H 2.4488 3.3508 0.7914  0.119
H 1.7431 2.9915 -1.3997  0.382
H 2.8127 1.8266 -1.1470  0.392

Properties
Electronic energy, eV: -8310.189
ΔE to the lowest compared entry with this formula, charge and spin, kJ/mol: 154.7
LUMO, eV: -3.3756
Spin multiplicity: 1
Gap between HOMO and LUMO, eV: 10.180
Net charge: +1
HOMO energy, eV: -13.6
F_max, eV/A: 0.7



Record 7
The following is a DFT calculation (ωB97M-V with the def2-TZVPD basis set) of a 2-piece molecular cluster, C3H11N2O2 overall in a non-equilibrium geometry.

Last column: natural (NBO) charge in e.
Element x y z (Å)
O -1.4607 -1.0453 0.0371  -0.608
C -1.1095 0.1030 -0.0646  0.681
N -1.8563 1.2179 -0.0829  -0.786
C 0.4180 0.4384 0.3857  -0.361
N 1.1384 -0.8603 0.4250  -0.493
C 0.6597 -2.0042 1.2657  -0.444
H -2.8429 1.1043 -0.2519  0.428
H -1.3490 2.0435 -0.2460  0.419
H 0.8954 1.1864 -0.2234  0.275
H 0.2774 0.8923 1.3674  0.249
H 2.1206 -0.7645 0.6907  0.441
H 1.2042 -1.2517 -0.5206  0.439
H 0.9040 -1.8004 2.2875  0.223
H 1.0576 -2.9785 0.9796  0.244
H -0.3591 -2.2503 1.1971  0.283
H -0.0371 1.3267 -2.6399  0.477
H 0.3278 2.6192 -2.6525  0.492
O 0.0116 2.0233 -1.9541  -0.959

Properties
Electronic energy, eV: -10357.678
ΔE to the lowest compared entry with this formula, charge and spin, kJ/mol: 200.2
LUMO, eV: -3.3431
Spin multiplicity: 1
Gap between HOMO and LUMO, eV: 10.791
Net charge: +1
HOMO energy, eV: -14.1
F_max, eV/A: 2.9



Record 8
The following is a DFT calculation (ωB97M-V with the def2-TZVPD basis set) of a 2-piece molecular cluster, C3H11N2S overall in a non-equilibrium geometry.

Last column: natural (NBO) charge in e.
Element x y z (Å)
C 0.0668 -1.8509 0.2161  -0.664
C 1.9818 -0.0080 0.0058  -0.317
C 0.5301 -0.3827 0.1470  0.513
N -0.4187 0.4862 0.0448  -0.637
N 2.2483 1.4051 0.1182  -0.861
S -4.1134 0.4070 -0.0791  -0.323
H -0.8262 -2.0179 0.7487  0.255
H 0.8989 -2.3766 0.6033  0.243
H -0.0176 -2.1915 -0.7158  0.255
H 2.5151 -0.5187 -0.7946  0.258
H 2.3836 -0.4734 0.8822  0.252
H -0.2461 1.4352 -0.1045  0.423
H -1.4711 0.3933 0.1549  0.455
H 2.2473 1.8583 -0.7859  0.388
H 2.7886 1.7923 0.8265  0.409
H -4.6423 1.6068 0.1818  0.178
H -3.9251 0.4355 -1.4494  0.174

Properties
Electronic energy, eV: -17097.735
ΔE to the lowest compared entry with this formula, charge and spin, kJ/mol: 123.4
LUMO, eV: -4.0976
Spin multiplicity: 1
Gap between HOMO and LUMO, eV: 9.343
Net charge: +1
HOMO energy, eV: -13.4
F_max, eV/A: 4.6



Record 9
The following is a DFT calculation (ωB97M-V with the def2-TZVPD basis set) of a 2-piece molecular cluster, C3H11N2S overall in a non-equilibrium geometry.

Last column: natural (NBO) charge in e.
Element x y z (Å)
C 0.5056 -0.9770 0.8362  0.066
C -0.0980 -1.6949 -0.1527  -0.228
N -1.3329 -1.1487 -0.7397  -0.705
N 1.8447 -1.0702 1.2353  -0.780
H -0.0745 -0.1390 1.2362  0.212
H 0.1587 -2.6963 -0.5214  0.241
H -2.1645 -1.6841 -0.4116  0.442
H -1.4969 -0.1391 -0.5036  0.449
H -1.3036 -1.1343 -1.7630  0.441
H 2.5228 -1.4351 0.5511  0.405
H 2.2122 -0.1624 1.5823  0.401
C 0.2129 1.9164 -0.5275  -0.719
S -1.5318 2.0522 0.0744  -0.066
H 0.8480 1.4146 0.2139  0.208
H 0.2357 1.2219 -1.3844  0.211
H 0.5967 2.8934 -0.8396  0.254
H -1.1352 2.7826 1.1143  0.167

Properties
Electronic energy, eV: -17097.182
ΔE to the lowest compared entry with this formula, charge and spin, kJ/mol: 176.7
LUMO, eV: -3.3472
Spin multiplicity: 1
Gap between HOMO and LUMO, eV: 9.818
Net charge: +1
HOMO energy, eV: -13.2
F_max, eV/A: 1.8



Record 10
The following is a DFT calculation (ωB97M-V with the def2-TZVPD basis set) of an isolated ion of composition C3H11N2S and charge +1 in a non-equilibrium geometry.

Last column: natural (NBO) charge in e.
Element x y z (Å)
N -0.1167 0.1682 2.1346  -0.859
C -1.0171 0.0094 0.9769  -0.244
C -0.1616 -0.4384 -0.2536  -0.072
N 1.2609 -0.6619 0.1651  -0.722
C -0.1519 0.7105 -1.3228  -0.543
S 0.9957 0.3502 -2.7210  -0.046
H 0.1215 1.1453 2.2852  0.388
H -0.5895 -0.1085 2.9870  0.409
H -1.5094 0.9369 0.6649  0.213
H -1.7559 -0.7649 1.1785  0.231
H -0.5188 -1.3612 -0.6935  0.228
H 1.4747 -1.6569 0.1505  0.439
H 1.2661 -0.3231 1.1862  0.469
H 1.8482 -0.2377 -0.5554  0.443
H -0.0135 1.6627 -0.8259  0.233
H -1.1148 0.7013 -1.8106  0.257
H -0.0178 -0.1319 -3.5462  0.176

Properties
Electronic energy, eV: -17098.268
ΔE to the lowest compared entry with this formula, charge and spin, kJ/mol: 71.9
LUMO, eV: -3.1441
Spin multiplicity: 1
Gap between HOMO and LUMO, eV: 10.315
Net charge: +1
HOMO energy, eV: -13.5
F_max, eV/A: 1.7